This record from OMol25 describes a 11-piece molecular cluster, C60H133FO27 overall. The level of theory is wB97M-V/def2-TZVPD.

Each line ends with the Löwdin charge.
Positions of all 221 atoms, in Å:
F -0.51710 -1.34298 3.21332  0.0175
C -0.12069 -0.03906 3.05764  -0.2581
C -0.63436 0.58454 1.92392  -0.0070
C -0.36989 1.90982 1.68706  -0.0873
C 0.41697 2.57669 2.60723  -0.1024
C 0.93851 1.93075 3.72104  -0.0820
C 0.65197 0.60601 3.98507  -0.0220
H -1.28868 0.05351 1.24884  0.0972
H -0.85898 2.51886 0.92154  0.1143
H 0.53330 3.69683 2.50942  0.1176
H 1.39362 2.48031 4.54863  0.1093
H 1.07928 0.11299 4.84524  0.1091
C 1.42645 4.57923 -1.85978  -0.1023
O 0.48739 5.25111 -1.04544  -0.1931
C 0.47996 6.69515 -1.05959  -0.1632
C 0.59722 7.18130 0.38677  -0.1963
O 0.24269 8.57526 0.32684  -0.1585
C 0.89461 9.44016 1.37480  -0.0967
C 0.63722 9.02135 2.82766  -0.2283
O 1.31087 7.81509 3.08124  -0.2173
C 1.07512 7.46831 4.49742  -0.0572
H 2.38677 4.47385 -1.37499  0.0560
H 1.64045 5.03532 -2.85925  0.0994
H 0.99932 3.58293 -2.16612  0.0994
H -0.45048 7.00921 -1.57362  0.1181
H 1.36139 7.11554 -1.55443  0.1179
H 1.63271 7.04140 0.66892  0.0887
H -0.00681 6.54510 1.07437  0.1193
H 0.45015 10.39634 1.19334  0.1119
H 1.93682 9.42576 1.06873  0.1058
H -0.43966 8.86023 3.04385  0.1248
H 1.02142 9.78089 3.55750  0.1359
H 1.28245 6.38969 4.57618  0.0883
H 0.03025 7.64010 4.74934  0.0807
H 1.71372 8.00433 5.19017  0.0815
C 2.79669 1.52087 -0.61447  -0.0788
O 3.75982 2.57453 -0.66538  -0.2286
C 3.89148 3.38345 0.49601  -0.1969
C 4.96671 4.37665 0.06958  -0.1703
O 5.25821 5.31091 1.11724  -0.1192
C 4.20087 6.17946 1.29387  -0.2415
C 4.48679 7.48164 0.61526  -0.1472
O 4.13549 7.20124 -0.76992  -0.2083
C 4.55758 8.15195 -1.69583  -0.1172
H 2.24903 1.50595 -1.55280  0.0736
H 2.06867 1.72547 0.17794  0.0699
H 3.29742 0.53603 -0.38861  0.1029
H 4.32802 2.84583 1.37610  0.1493
H 2.97529 3.92896 0.69602  0.1009
H 4.78093 4.95028 -0.86180  0.1264
H 5.94950 3.84939 -0.00664  0.1428
H 4.10569 6.31393 2.37259  0.1366
H 3.28217 5.77837 0.94813  0.0872
H 5.52455 7.73466 0.65347  0.1177
H 3.88949 8.31402 1.08522  0.1249
H 4.56793 7.71334 -2.69031  0.0910
H 5.57952 8.46351 -1.51178  0.0832
H 3.94923 9.03740 -1.68089  0.0789
C -1.07852 -4.31554 2.08921  -0.1065
O -2.37732 -4.77797 1.84336  -0.1689
C -2.41512 -5.75797 0.85341  -0.2207
C -3.82132 -5.95897 0.42327  -0.1809
O -4.16297 -5.04976 -0.61651  -0.1085
C -5.47748 -5.21187 -0.89289  -0.2712
C -6.03751 -4.10067 -1.73656  -0.2320
O -5.34908 -4.04244 -2.95135  -0.2026
C -5.93707 -3.13780 -3.91252  -0.0705
H -1.13133 -3.40233 2.61310  0.0554
H -0.52975 -4.00622 1.21271  0.0562
H -0.41381 -5.06355 2.59933  0.1175
H -2.09127 -6.71741 1.28956  0.1404
H -1.79999 -5.47603 -0.04819  0.1130
H -4.49586 -5.83161 1.32044  0.1511
H -3.96297 -6.97423 0.07683  0.1222
H -6.17102 -5.26525 -0.02581  0.1227
H -5.71785 -6.14029 -1.43028  0.1371
H -5.90586 -3.13101 -1.20742  0.1027
H -7.15879 -4.18360 -1.81365  0.1448
H -6.28167 -2.19482 -3.43112  0.0952
H -6.78370 -3.67402 -4.40654  0.1015
H -5.19410 -2.83958 -4.62138  0.0665
C -3.17136 -1.39244 5.98082  -0.0987
O -3.81517 -2.03190 4.90725  -0.1662
C -3.78817 -1.29078 3.70235  -0.1920
C -4.49362 -2.06093 2.59127  -0.1116
O -5.92863 -2.27946 2.92717  -0.1071
C -6.56088 -2.84381 1.83553  -0.2278
C -8.11902 -2.50295 1.81032  -0.1374
O -8.83795 -3.02816 2.92133  -0.1879
C -8.88681 -4.38528 3.03582  -0.1536
H -3.85746 -0.66478 6.30023  0.0712
H -2.19727 -0.96481 5.70031  0.0837
H -2.91876 -2.12577 6.76346  0.0957
H -2.78289 -1.04035 3.37168  0.1015
H -4.38254 -0.37210 3.85693  0.1247
H -4.05464 -3.04020 2.36610  0.1160
H -4.53261 -1.48962 1.64162  0.1064
H -6.40400 -3.92472 1.78282  0.1007
H -6.10419 -2.59367 0.88539  0.0845
H -8.63269 -2.87118 0.88197  0.1262
H -8.26551 -1.44049 1.91383  0.1166
H -9.74238 -4.76511 3.58540  0.0846
H -7.99217 -4.79453 3.47409  0.0802
H -9.00588 -4.80783 1.98622  0.1020
C 2.64854 -3.03075 1.08241  -0.1128
O 3.69028 -2.39079 1.76022  -0.1742
C 3.30791 -2.03794 3.06180  -0.2014
C 4.39915 -1.16031 3.67939  -0.2112
O 4.07532 -0.65704 4.92029  -0.1233
C 4.22636 -1.63625 5.91611  -0.1997
C 3.48912 -1.13020 7.16000  -0.2453
O 2.14282 -1.35688 6.93338  -0.1765
C 1.44556 -0.91809 8.13835  -0.0766
H 2.25288 -3.92806 1.60732  0.0948
H 2.91337 -3.35345 0.07850  0.0671
H 1.77002 -2.28202 1.03369  0.1061
H 3.10257 -2.93648 3.61568  0.1189
H 2.42280 -1.39829 2.99533  0.1115
H 4.58967 -0.27948 3.02235  0.1376
H 5.39424 -1.68252 3.70151  0.1390
H 5.33636 -1.79693 6.12581  0.1426
H 3.90571 -2.67793 5.72196  0.1302
H 3.71421 -0.08302 7.22764  0.1232
H 3.78761 -1.64378 8.04674  0.1112
H 0.38536 -1.20585 8.09176  0.0832
H 1.40445 0.15349 8.25654  0.0815
H 1.86182 -1.45447 9.00409  0.0893
C -3.88632 1.66336 1.98133  -0.0953
O -3.51882 2.76165 1.12566  -0.2108
C -4.22679 3.93712 1.44211  -0.2189
C -3.45582 5.04217 0.77094  -0.2051
O -3.88981 6.22401 1.38810  -0.1463
C -3.14236 7.40711 1.19273  -0.1736
C -3.02158 7.90155 -0.25332  -0.1794
O -4.29326 8.39513 -0.76985  -0.1983
C -4.15283 8.99615 -2.06731  -0.1066
H -3.36396 1.66577 2.98038  0.1066
H -3.74476 0.73351 1.39307  0.0706
H -4.97702 1.74619 2.07177  0.0875
H -4.19336 4.18709 2.54493  0.1460
H -5.29605 3.88395 1.13075  0.1387
H -3.57249 5.05731 -0.35836  0.1434
H -2.33516 4.99437 0.97024  0.1413
H -2.11342 7.29086 1.58677  0.1107
H -3.62700 8.16863 1.76677  0.1207
H -2.64320 7.06477 -0.90636  0.1209
H -2.39618 8.79165 -0.22281  0.1153
H -5.01136 8.72060 -2.72691  0.0906
H -3.33473 8.58842 -2.70910  0.0934
H -4.13326 10.02211 -1.84921  0.0642
C -1.99113 -7.23170 -2.65297  -0.1012
O -1.72173 -6.38852 -3.74358  -0.1832
C -2.16134 -5.03473 -3.51213  -0.1802
C -1.88994 -4.18888 -4.73811  -0.1945
O -0.55149 -3.78768 -4.86333  -0.1262
C 0.31106 -4.70278 -5.46840  -0.2094
C 1.55307 -4.02983 -5.98049  -0.2385
O 2.37989 -3.70292 -4.91556  -0.1924
C 3.41205 -2.83379 -5.33893  -0.1082
H -3.10460 -7.32777 -2.52154  0.1058
H -1.52197 -6.93206 -1.75248  0.0479
H -1.51992 -8.15096 -3.03536  0.1017
H -1.64984 -4.42076 -2.72979  0.0971
H -3.22783 -5.03369 -3.31395  0.1058
H -2.47127 -3.28817 -4.53474  0.1194
H -2.27137 -4.67241 -5.64416  0.1330
H -0.18570 -5.03686 -6.44409  0.1469
H 0.44959 -5.57585 -4.84137  0.1189
H 1.17312 -3.18595 -6.57820  0.1364
H 2.12278 -4.75843 -6.61978  0.1433
H 2.96966 -1.90633 -5.70647  0.0884
H 4.04458 -3.22023 -6.18384  0.1002
H 4.07136 -2.65357 -4.46538  0.0870
C 5.14750 -7.26858 -0.48238  -0.1492
O 5.29258 -5.89135 -0.65247  -0.1546
C 4.83327 -5.47033 -1.95442  -0.1795
C 3.43550 -5.86244 -2.16835  -0.2280
O 2.59025 -5.33656 -1.16834  -0.1854
C 1.21901 -5.66254 -1.20201  -0.0867
H 4.14383 -7.45926 0.00566  0.1043
H 5.81837 -7.68655 0.26782  0.0808
H 5.26503 -7.92291 -1.35535  0.0924
H 5.57605 -5.73694 -2.73606  0.1434
H 4.80290 -4.42006 -1.97852  0.1068
H 3.33594 -6.93501 -2.14981  0.1052
H 3.00152 -5.53211 -3.14291  0.1335
H 1.05775 -6.72134 -1.13984  0.0851
H 0.67301 -5.36249 -2.06867  0.0620
H 0.73906 -5.14931 -0.34759  0.0860
C -3.64867 -0.72926 -1.23370  -0.0597
O -2.67451 -0.91009 -0.20457  -0.2200
C -2.39579 -2.25957 -0.06097  -0.2095
C -1.33866 -2.68294 -1.10081  -0.1642
O -0.07192 -2.07011 -0.77925  -0.1615
C 0.79534 -2.16172 -1.85868  -0.1165
H -3.29583 -1.20898 -2.18765  0.1043
H -3.74649 0.30181 -1.38926  0.0731
H -4.59266 -1.12122 -0.86859  0.0744
H -3.33598 -2.83389 -0.08385  0.1133
H -2.04898 -2.30612 0.99216  0.1111
H -1.63171 -2.48464 -2.16210  0.1190
H -1.32471 -3.79777 -1.02207  0.0874
H 0.57837 -1.43820 -2.70202  0.1199
H 0.78057 -3.10540 -2.27202  0.0366
H 1.79769 -1.97842 -1.51611  0.0774
C 5.82121 -0.02493 -8.52784  -0.1194
O 5.49758 0.14378 -7.18568  -0.1756
C 6.55247 -0.21616 -6.37503  -0.2494
C 6.21823 -0.03277 -4.94331  -0.2455
O 6.15518 1.27906 -4.55334  -0.1561
C 5.32786 1.55720 -3.47333  -0.1033
H 5.90819 -1.07159 -8.81398  0.0873
H 6.77014 0.53208 -8.71884  0.1010
H 5.02192 0.42113 -9.07524  0.0791
H 7.45724 0.35742 -6.70853  0.1426
H 6.73141 -1.27588 -6.54815  0.1237
H 7.10958 -0.51122 -4.45814  0.1419
H 5.38341 -0.61202 -4.63594  0.0979
H 4.30397 1.31631 -3.75672  0.0944
H 5.35613 2.63938 -3.29737  0.0946
H 5.68620 1.07998 -2.58918  0.0826

Forces on the atoms, in the same order (eV/Å):
F 0.5 0.3 0.4
C -0.9 -0.4 -1.1
C -0.3 -0.6 -0.1
C 0.0 0.9 0.3
C 0.4 2.0 0.4
C -0.4 0.8 0.7
C 0.4 -0.5 -0.1
H 0.0 -0.3 0.0
H 0.2 -0.7 0.0
H 0.1 -1.4 0.1
H 0.3 0.0 -0.6
H -0.2 -0.2 0.1
C -0.4 -0.5 -1.5
O 0.0 0.5 -0.2
C 0.0 -0.8 0.1
C -0.6 0.1 -0.7
O 0.4 0.3 2.1
C -1.1 -1.9 -1.1
C 0.3 0.2 -0.2
O -0.1 -0.4 2.1
C 0.3 -1.0 -1.7
H 0.2 -0.2 0.2
H -0.4 0.3 0.7
H 0.4 0.8 0.8
H 0.5 0.1 0.4
H -0.2 -0.2 -0.4
H 0.3 0.2 0.3
H 0.1 0.7 -0.4
H -0.1 0.7 -0.1
H 0.3 0.2 0.6
H 0.3 0.4 -0.4
H -0.3 -0.1 -0.7
H 0.0 0.4 0.0
H -0.1 0.0 0.0
H 0.2 0.4 -0.1
C 0.5 -0.2 1.0
O -0.2 -0.4 0.1
C 1.4 -0.2 -0.9
C 2.0 0.2 0.4
O 0.1 -1.2 -0.5
C 0.7 1.3 1.8
C -1.7 0.2 -1.0
O -0.1 0.2 0.9
C 0.6 0.0 -0.2
H 0.2 -0.2 -0.2
H 0.0 -0.1 0.0
H -0.5 0.9 -0.4
H -0.9 0.2 -0.5
H -0.4 -0.4 0.4
H -0.3 -0.7 0.4
H -0.9 0.1 -0.4
H -0.2 0.3 0.1
H -1.0 -0.2 -0.4
H 0.8 0.1 0.2
H 0.3 -0.6 -0.7
H -0.3 -0.1 -0.1
H 0.4 0.1 0.2
H -0.5 0.6 -0.1
C 1.2 -1.0 0.2
O 0.2 0.5 -0.2
C 0.4 -0.5 -0.3
C -0.6 0.3 0.6
O 1.0 -0.1 1.2
C -3.2 -0.2 -1.0
C -0.4 1.3 0.6
O -0.3 0.6 -1.1
C -0.9 -0.6 1.1
H -0.2 0.7 1.2
H 0.0 -0.2 -0.9
H -0.7 0.5 -0.1
H 0.4 0.1 -0.3
H -0.3 -0.4 0.9
H 0.5 0.1 -0.8
H -0.1 -0.4 -0.3
H 0.7 0.1 0.2
H 0.5 -0.3 -0.1
H 0.1 -0.3 -0.1
H 0.9 -0.4 -0.3
H 0.0 -0.6 -0.1
H 0.5 0.7 0.2
H 0.5 -0.2 -0.5
C 1.1 -1.0 -0.5
O 0.6 -0.9 -0.8
C -1.5 -0.1 0.0
C -1.6 -0.2 0.1
O 1.7 0.7 0.0
C -1.9 -0.6 -0.5
C 0.8 -1.2 0.4
O -0.1 1.8 0.4
C -0.1 -1.7 -2.1
H -0.5 1.4 1.1
H -0.2 0.2 -0.2
H -0.6 0.2 -0.3
H 0.2 0.0 0.1
H 0.3 0.0 -0.1
H 0.2 0.1 0.3
H 0.5 0.0 0.5
H -0.3 -0.5 0.6
H 0.0 1.0 -0.5
H 0.7 0.2 0.4
H 0.2 0.4 -0.2
H -0.2 0.5 0.3
H 0.5 -0.3 0.2
H 0.2 -0.1 0.9
C -2.2 0.9 0.2
O 0.8 -0.3 -0.3
C 0.3 1.1 -0.5
C 1.5 0.1 -1.9
O -0.6 -0.6 0.7
C 1.5 -0.4 1.8
C 1.0 -0.6 -2.0
O -1.9 0.8 1.6
C -0.8 -1.4 -0.8
H 0.4 0.3 0.0
H 0.4 0.2 0.1
H 1.0 -1.1 -0.2
H -0.2 -0.4 0.6
H -0.3 -0.2 0.2
H -0.4 -0.6 0.2
H -0.7 0.1 0.1
H -1.0 0.5 0.0
H -0.5 0.6 -0.6
H 0.1 0.8 0.3
H 0.6 -0.4 0.8
H 0.3 -0.2 -0.4
H 0.7 0.5 0.1
H 0.1 0.5 -0.1
C -0.5 0.2 -0.8
O 0.0 -0.9 0.7
C 0.5 0.2 0.8
C 1.4 1.1 -0.8
O -0.8 0.8 0.0
C 0.3 -0.5 -1.0
C -1.1 -0.1 -0.3
O 0.7 -1.3 -0.2
C -0.6 -2.3 -0.5
H -0.5 0.0 -1.1
H 0.5 0.5 0.6
H 0.0 -0.2 0.7
H -0.1 -0.5 -0.9
H 0.6 0.1 0.1
H -0.1 -0.1 1.1
H -1.1 -0.6 -0.2
H -0.2 -0.1 -0.2
H -0.4 0.4 0.4
H -0.1 1.0 0.4
H 0.8 -0.4 -0.2
H 0.1 0.4 0.9
H 0.1 0.6 1.0
H 0.4 1.6 -0.6
C -0.9 -1.1 -1.9
O 0.2 1.9 0.5
C 0.5 0.1 -0.7
C -0.5 -0.2 0.4
O 0.1 0.8 0.3
C -1.1 -0.8 -2.2
C -0.2 -1.3 -0.1
O 0.7 0.7 0.2
C 0.7 0.0 0.1
H 0.9 -0.1 0.1
H 0.5 0.5 1.1
H -0.6 -0.2 0.8
H -0.1 -1.5 -0.1
H -0.3 0.0 0.2
H 0.0 0.3 -0.4
H 0.1 0.0 -0.1
H 0.4 -0.1 1.1
H 0.4 -0.2 0.1
H 0.6 0.2 0.1
H -0.6 0.6 0.0
H 0.1 0.3 0.2
H -0.6 -0.1 0.6
H -0.4 0.0 -0.5
C -1.5 -1.1 1.6
O 0.5 0.3 -1.2
C 1.0 -0.2 0.8
C -2.6 -0.8 -1.6
O 0.2 0.8 0.7
C 0.4 0.3 0.8
H 0.6 -0.1 -0.8
H 0.5 0.6 0.0
H -0.1 0.5 -0.2
H -0.7 -0.5 0.2
H 0.4 1.7 0.5
H -0.1 -0.8 -0.1
H 0.8 -0.1 0.2
H 0.0 -0.9 0.4
H -0.1 0.6 -1.2
H 0.4 -0.3 -0.3
C 1.2 -1.1 0.0
O -1.0 1.4 -0.9
C 0.7 0.0 0.6
C -0.2 -0.6 0.9
O -1.9 -0.4 0.2
C 0.4 2.3 -0.7
H -0.6 0.3 0.8
H -0.1 1.6 -0.3
H -0.4 -0.3 -0.3
H 0.5 -0.2 -0.4
H 0.4 -0.5 -0.8
H 0.1 0.3 0.8
H 0.6 0.6 0.0
H -0.1 -0.5 0.9
H 0.0 -2.3 -1.1
H 0.4 0.2 0.3
C 0.7 0.7 0.1
O -1.2 0.3 -0.1
C 0.5 0.2 -0.7
C 2.5 -0.8 0.8
O 0.4 1.3 -0.9
C -0.4 1.1 -0.5
H 0.2 -0.3 0.0
H -0.5 -0.5 -0.3
H -0.5 0.3 -0.6
H -0.4 -0.3 0.6
H 0.5 -0.4 0.2
H -0.5 0.1 0.2
H -1.2 -0.5 0.1
H -0.3 -0.3 0.5
H 0.1 -0.2 -0.1
H -0.1 -0.6 0.9

Charge: 0
SMILES: COCCOCCOC.COCCOCCOC.COCCOCCOC.COCCOCCOC.COCCOCCOC.COCCOCCOC.COCCOCCOC.Fc1ccccc1.COCCOC.COCCOC.COCCOC
Molar mass (g mol⁻¹): 1305.70
Energy (Ha): -4496.5516
Orbital gap (eV): 9.51
Relative energy (zero: lowest compared OMol25 entry of this formula, charge and spin) (kcal/mol): 0.0